Record 1
Entry from the OMol25 dataset: an isolated ion of composition CH3N2O and charge +1 (ωB97M-V with the def2-TZVPD basis set).

XYZ file:
```
7
Properties=species:S:1:pos:R:3:forces:R:3
C 0.000836 -0.036162 -0.194514 1.3 -1.1 -1.3
N 1.207047 -0.441074 -0.577982 2.6 0.8 0.1
N -0.660392 0.575713 0.667815 -1.7 1.0 1.4
O -0.004938 -0.460290 -1.413432 -2.9 0.6 -0.9
H 1.432029 -1.417161 -0.558533 0.4 -0.9 1.1
H -0.323085 1.073220 1.480972 0.9 -0.5 0.2
H -1.651497 0.705755 0.595673 -0.7 0.0 -0.7
```
Positions in Å, forces in eV/Å.

Output
Energy relative to the best compared isomer or geometry (same formula, charge and spin), kcal per mole: 57.0
SMILES string: [NH2+]=C1NO1
HOMO-LUMO gap, eV: 12.18
E_HOMO, eV: -17.18
Net charge: +1
Energy, hartree: -224.255739

***

Record 2
Entry from the OMol25 dataset: an isolated ion of composition CH3N2O and charge +1 (ωB97M-V with the def2-TZVPD basis set).

XYZ file:
```
7
Properties=species:S:1:pos:R:3:forces:R:3
C -0.568182 -0.510031 -0.085746 -0.4 -1.6 2.3
N -0.046427 0.873955 -0.164574 -1.7 1.7 1.0
N 0.848215 -0.040992 -0.138908 -1.6 -0.1 -0.1
O 1.988084 -0.191243 -0.082272 1.3 -0.2 0.1
H -0.796833 -0.943068 1.025197 0.4 1.1 -2.9
H -1.115333 -0.941929 -0.963066 0.8 0.5 0.8
H -0.309525 1.753310 0.409367 1.2 -1.5 -1.0
```
Positions in Å, forces in eV/Å.

Output
Energy relative to the best compared isomer or geometry (same formula, charge and spin), kcal per mole: 109.0
SMILES string: O=[N+]1CN1
HOMO-LUMO gap, eV: 11.14
E_HOMO, eV: -17.90
Net charge: +1
Energy, hartree: -224.172872

***

Record 3
Entry from the OMol25 dataset: CH3N2O2P as an isolated structure (ωB97M-V with the def2-TZVPD basis set).

XYZ file:
```
9
Properties=species:S:1:pos:R:3:forces:R:3
C 1.246332 0.226664 -0.552270 3.8 -1.2 1.6
N 2.120043 -0.210752 0.101530 0.9 -0.8 0.5
N -0.812013 0.081174 0.972925 -0.2 0.1 0.5
O 0.724485 0.560169 -1.507601 -3.3 1.5 -3.5
O -1.572888 1.893935 -0.967440 -0.3 0.4 0.4
P -1.238166 0.597386 -0.395517 -1.6 0.1 -1.8
H -1.589961 -0.425763 -1.277791 0.2 -0.2 0.3
H 2.430327 -0.190710 1.022232 0.2 0.0 1.4
H -0.870361 0.880641 1.600321 0.4 -0.1 0.5
```
Positions in Å, forces in eV/Å.

Output
Energy relative to the best compared isomer or geometry (same formula, charge and spin), kcal per mole: 50.6
HOMO-LUMO gap, eV: 11.38
E_HOMO, eV: -10.81
Net charge: 0
Energy, hartree: -641.222774

***

Record 4
Entry from the OMol25 dataset: an isolated ion of composition CH3N2O4P and charge -2 (ωB97M-V with the def2-TZVPD basis set).

XYZ file:
```
11
Properties=species:S:1:pos:R:3:forces:R:3
C 0.328048 0.009829 -0.104508 -0.9 0.7 -0.1
N 1.524706 -0.152177 0.654985 1.0 1.4 0.7
N 0.878259 -1.222064 -0.158774 0.4 -0.1 -1.5
O -0.933200 0.078144 0.716243 -0.6 -1.5 0.0
O -2.883732 1.344669 -0.561616 -0.2 1.1 -0.7
O -3.655880 -0.444312 1.142027 1.2 0.9 -0.6
O -2.515351 -1.182989 -0.913735 1.0 -2.1 -2.3
P -2.805808 -0.040717 -0.070302 -3.0 1.3 2.7
H -1.239818 -0.881838 0.621647 1.7 0.6 0.9
H 0.249118 0.903586 -0.840501 0.0 -1.5 0.7
H 2.281117 0.389719 0.115910 -0.7 -0.8 0.3
```
Positions in Å, forces in eV/Å.

Output
Energy relative to the best compared isomer or geometry (same formula, charge and spin), kcal per mole: 0.0
HOMO-LUMO gap, eV: 6.54
E_HOMO, eV: 0.77
Net charge: -2
Energy, hartree: -791.684901